# C96H222F9N13O8

A cluster of 18 separate species, C96H222F9N13O8 in total in a non-equilibrium geometry (ωB97M-V with the def2-TZVPD basis set, the Open Molecules 2025 dataset).

ORCA input file:
```
! wB97M-V def2-TZVPD RIJCOSX def2/J DEFGRID3
* xyz 0 1
C 6.330 -0.600 -5.889
C 5.287 -1.513 -5.288
N 3.946 -1.396 -5.992
C 3.148 -0.184 -5.695
C 2.827 -0.069 -4.227
C 4.007 -1.794 -7.402
C 2.719 -2.187 -8.069
H 6.011 0.441 -5.844
H 6.496 -0.676 -6.964
H 7.218 -0.629 -5.258
H 5.534 -2.574 -5.314
H 5.142 -1.409 -4.213
H 3.668 0.736 -5.963
H 2.152 -0.280 -6.127
H 3.738 0.328 -3.779
H 1.963 0.560 -4.013
H 2.552 -1.054 -3.849
H 4.751 -2.583 -7.514
H 4.434 -0.913 -7.880
H 2.370 -3.148 -7.694
H 2.807 -2.337 -9.145
H 1.942 -1.439 -7.912
C -4.606 4.054 -1.800
C -4.137 4.178 -3.242
N -5.212 4.347 -4.250
C -4.699 4.679 -5.618
C -3.907 5.982 -5.708
C -6.144 3.189 -4.279
C -5.420 1.821 -4.527
H -5.157 4.941 -1.490
H -3.773 4.125 -1.101
H -5.098 3.137 -1.476
H -3.404 4.985 -3.261
H -3.569 3.283 -3.498
H -4.112 3.864 -6.042
H -5.517 4.920 -6.298
H -3.082 6.045 -4.999
H -3.450 6.024 -6.697
H -4.439 6.921 -5.551
H -6.824 3.420 -5.099
H -6.681 3.119 -3.333
H -5.002 1.759 -5.532
H -6.141 1.004 -4.542
H -4.684 1.575 -3.762
C -2.297 1.453 -0.676
C -1.827 0.245 0.263
N -0.373 0.093 0.407
C 0.264 1.276 0.897
C -0.132 1.671 2.324
C 0.248 -0.473 -0.784
C -0.128 -1.933 -1.116
H -3.383 1.481 -0.595
H -2.187 1.275 -1.746
H -1.806 2.396 -0.437
H -2.203 0.309 1.284
H -2.280 -0.674 -0.111
H 1.349 1.189 0.943
H 0.140 2.121 0.220
H -0.113 0.771 2.938
H 0.579 2.362 2.777
H -1.121 2.122 2.407
H 1.324 -0.339 -0.669
H -0.099 0.236 -1.535
H 0.377 -2.106 -2.067
H -1.193 -2.076 -1.300
H 0.229 -2.639 -0.366
C 1.671 -7.871 1.086
C 1.021 -7.642 -0.332
N 0.939 -8.883 -1.116
C 0.636 -8.515 -2.526
C 1.607 -7.544 -3.198
C -0.050 -9.847 -0.548
C 0.039 -11.225 -1.247
H 2.581 -8.461 0.981
H 0.935 -8.408 1.684
H 1.902 -7.031 1.743
H 0.047 -7.175 -0.188
H 1.680 -6.950 -0.857
H -0.372 -8.118 -2.637
H 0.650 -9.467 -3.058
H 2.617 -7.889 -2.975
H 1.473 -6.484 -2.984
H 1.591 -7.552 -4.288
H 0.167 -9.897 0.520
H -1.081 -9.582 -0.779
H -0.567 -11.945 -0.697
H -0.328 -11.139 -2.270
H 1.073 -11.553 -1.352
C 5.433 -3.541 2.618
C 4.433 -4.190 1.634
N 4.318 -3.573 0.352
C 3.515 -4.434 -0.547
C 4.363 -5.564 -1.091
C 3.737 -2.224 0.433
C 3.856 -1.414 -0.866
H 6.358 -3.312 2.091
H 5.694 -4.229 3.423
H 5.075 -2.606 3.049
H 4.619 -5.253 1.482
H 3.500 -4.085 2.188
H 2.636 -4.714 0.035
H 3.095 -3.883 -1.389
H 3.741 -6.291 -1.613
H 5.160 -5.198 -1.739
H 4.825 -6.108 -0.267
H 4.183 -1.609 1.215
H 2.697 -2.274 0.757
H 4.872 -1.544 -1.239
H 3.619 -0.359 -0.731
H 3.150 -1.703 -1.645
C 3.144 3.772 5.137
C 4.427 3.003 5.243
N 4.941 2.456 3.991
C 6.284 1.953 4.122
C 6.889 1.505 2.763
C 3.975 1.635 3.243
C 3.478 0.303 3.940
H 3.361 4.647 4.524
H 2.854 4.119 6.129
H 2.266 3.279 4.721
H 5.120 3.663 5.764
H 4.309 2.162 5.926
H 6.843 2.798 4.524
H 6.343 1.139 4.844
H 7.962 1.322 2.705
H 6.348 0.590 2.524
H 6.760 2.215 1.946
H 4.418 1.498 2.257
H 3.103 2.251 3.023
H 3.047 0.416 4.935
H 4.377 -0.261 4.188
H 2.786 -0.300 3.352
C -1.428 -0.451 -4.109
C -1.396 1.072 -4.347
N -0.758 1.374 -5.639
C -0.514 2.843 -5.842
C 0.416 3.399 -4.796
C -1.483 0.743 -6.716
C -0.782 0.928 -8.101
H -0.464 -0.954 -4.197
H -2.232 -0.962 -4.638
H -1.677 -0.613 -3.060
H -2.406 1.479 -4.395
H -0.809 1.555 -3.566
H -0.110 2.987 -6.844
H -1.429 3.435 -5.812
H 1.163 2.676 -4.468
H 0.998 4.234 -5.186
H -0.046 3.684 -3.851
H -2.555 0.941 -6.707
H -1.555 -0.341 -6.625
H -1.265 0.370 -8.902
H 0.267 0.633 -8.062
H -0.853 1.957 -8.453
C 1.509 8.360 7.833
C 1.142 7.016 7.185
N 0.157 7.255 6.081
C -1.109 7.738 6.613
C -2.209 7.877 5.516
C -0.078 6.032 5.298
C -0.594 4.805 6.101
H 0.736 8.870 8.408
H 1.861 9.067 7.082
H 2.426 8.210 8.403
H 2.061 6.551 6.830
H 0.706 6.417 7.984
H -0.915 8.685 7.117
H -1.400 7.019 7.379
H -2.837 7.019 5.276
H -1.707 8.267 4.630
H -2.927 8.639 5.819
H -0.653 6.218 4.391
H 0.899 5.817 4.866
H -1.608 5.002 6.448
H -0.767 3.990 5.398
H 0.069 4.530 6.922
C 6.901 0.617 -1.899
C 7.823 -0.089 -0.965
N 9.153 0.525 -0.844
C 9.142 1.970 -0.452
C 10.522 2.596 -0.508
C 10.006 -0.377 -0.095
C 9.820 -0.445 1.455
H 5.994 0.050 -2.110
H 7.353 0.858 -2.861
H 6.668 1.584 -1.454
H 7.300 -0.144 -0.010
H 8.032 -1.061 -1.411
H 8.563 2.672 -1.052
H 8.700 2.041 0.541
H 10.503 3.646 -0.216
H 11.250 2.006 0.049
H 10.988 2.497 -1.488
H 11.031 -0.175 -0.406
H 9.874 -1.397 -0.455
H 10.526 -1.151 1.891
H 8.816 -0.761 1.740
H 10.047 0.527 1.893
C 1.518 3.359 -1.527
C 2.491 3.193 -0.375
N 3.550 4.231 -0.476
C 4.434 4.054 0.665
C 5.600 4.973 0.720
C 3.093 5.642 -0.693
C 2.024 6.082 0.361
H 2.039 3.743 -2.405
H 0.713 4.091 -1.453
H 1.011 2.438 -1.811
H 2.008 3.286 0.598
H 2.809 2.150 -0.386
H 3.825 4.267 1.544
H 4.801 3.031 0.743
H 6.105 4.972 -0.246
H 5.288 5.996 0.927
H 6.273 4.615 1.498
H 2.687 5.722 -1.702
H 3.940 6.328 -0.663
H 2.281 5.945 1.412
H 1.053 5.619 0.183
H 1.814 7.146 0.247
C -3.473 9.042 1.536
C -3.252 8.199 0.331
N -2.207 7.161 0.420
C -2.647 6.082 1.316
C -1.373 5.315 1.842
C -1.796 6.650 -0.914
C -0.953 7.746 -1.627
H -2.602 9.546 1.956
H -3.963 8.444 2.305
H -4.156 9.836 1.236
H -4.149 7.804 -0.144
H -2.906 8.963 -0.365
H -3.135 6.394 2.239
H -3.275 5.404 0.738
H -0.704 5.998 2.365
H -1.666 4.618 2.627
H -0.770 4.797 1.097
H -2.669 6.321 -1.477
H -1.248 5.727 -0.721
H -1.468 8.698 -1.757
H -0.825 7.419 -2.659
H 0.054 7.997 -1.294
C -4.864 -1.106 -2.099
C -6.168 -1.807 -1.934
N -7.066 -1.115 -0.997
C -7.968 -2.032 -0.350
C -8.481 -1.454 0.944
C -7.688 0.138 -1.544
C -8.900 -0.075 -2.469
H -4.241 -1.544 -2.879
H -4.290 -1.098 -1.173
H -4.940 -0.085 -2.471
H -6.724 -1.903 -2.867
H -5.937 -2.784 -1.508
H -7.508 -3.004 -0.169
H -8.757 -2.240 -1.072
H -9.107 -2.102 1.558
H -9.033 -0.519 0.847
H -7.685 -1.137 1.618
H -8.038 0.674 -0.662
H -6.865 0.701 -1.984
H -8.628 -0.669 -3.342
H -9.711 -0.615 -1.982
H -9.343 0.817 -2.911
C -3.232 -8.788 5.726
C -3.406 -9.027 4.215
N -2.436 -8.403 3.350
C -2.470 -6.962 3.386
C -1.208 -6.287 2.976
C -2.482 -8.940 1.975
C -3.772 -8.733 1.222
H -3.513 -7.745 5.872
H -2.241 -8.956 6.147
H -3.993 -9.346 6.272
H -3.319 -10.108 4.099
H -4.410 -8.773 3.876
H -3.391 -6.502 3.031
H -2.430 -6.732 4.451
H -0.381 -6.880 3.366
H -1.039 -6.319 1.899
H -1.104 -5.235 3.244
H -2.441 -10.029 1.997
H -1.658 -8.617 1.339
H -3.837 -7.667 1.000
H -4.636 -9.102 1.773
H -3.752 -9.225 0.250
C 0.325 -2.516 2.962
C -1.059 -2.029 3.154
O -1.848 -2.945 3.929
C -1.768 -2.990 5.304
O -1.005 -2.326 6.015
C -2.710 -4.021 5.920
F -2.055 -5.011 6.554
F -3.483 -3.338 6.795
F -3.540 -4.540 5.038
H 0.852 -2.698 3.899
H 0.942 -1.833 2.378
H 0.358 -3.466 2.427
H -1.594 -1.972 2.206
H -1.158 -1.020 3.555
C -4.593 -3.043 1.233
C -3.880 -4.348 0.830
O -3.707 -4.319 -0.562
C -2.617 -4.875 -1.139
O -1.610 -5.274 -0.523
C -2.580 -4.773 -2.651
F -1.394 -4.871 -3.101
F -3.298 -5.777 -3.168
F -3.117 -3.649 -3.100
H -3.952 -2.188 1.017
H -4.810 -3.043 2.301
H -5.528 -2.970 0.679
H -4.389 -5.259 1.145
H -2.903 -4.283 1.308
C -4.235 0.686 5.873
C -2.737 0.830 5.453
O -1.942 0.845 6.668
C -0.574 1.066 6.620
O 0.062 1.270 5.580
C 0.055 0.916 7.981
F 0.792 -0.210 8.066
F 0.849 2.005 8.174
F -0.866 0.791 8.938
H -4.752 0.714 4.914
H -4.716 1.468 6.461
H -4.391 -0.318 6.268
H -2.498 1.785 4.986
H -2.460 -0.026 4.838
C -5.849 3.644 1.523
C -5.057 2.407 1.832
O -4.091 2.454 2.552
C -5.509 1.081 1.203
H -5.330 4.334 0.857
H -6.169 4.250 2.370
H -6.741 3.486 0.917
H -5.428 1.121 0.117
H -6.476 0.683 1.510
H -4.770 0.350 1.533
C -1.104 -5.139 -7.459
C -0.996 -3.634 -7.155
O -1.831 -2.816 -7.569
C -0.024 -3.234 -6.068
H -0.929 -5.772 -6.589
H -0.264 -5.327 -8.127
H -2.055 -5.327 -7.958
H 0.624 -2.390 -6.303
H 0.677 -4.052 -5.900
H -0.581 -2.930 -5.182
*
```

Results
Highest occupied orbital energy: -0.2928 hartree
Kohn-Sham gap: 8.30 eV
Strongest force on any atom: 4.7 eV/A